No. 1
The following is a DFT calculation (the ωB97M-V functional and the def2-TZVPD basis) of an isolated molecule of C27H23F3N4O4 at a distorted geometry.

## Properties
**Orbital gap**: 8.37 eV
**E_tot**: -1862.1908 a.u.
**E_LUMO**: -0.7 eV
**SMILES string**: O=C(NCc1ccc(C(F)(F)F)cc1)[C@]12CN(Cc3ccccc3)C[C@H]1C(c1cccc([N+](=O)[O-])c1)=NO2
**Molecular weight**: 524.5 u

Last column: natural (NBO) charge in e.
Cartesian coordinates (Å):
O -0.915 -2.400 -0.146  -0.615
C -0.669 -1.652 0.774  0.671
N -1.307 -1.666 1.957  -0.611
H -1.003 -1.031 2.677  0.422
C -2.409 -2.575 2.195  -0.242
C -3.583 -2.258 1.300  -0.021
C -3.963 -0.937 1.091  -0.167
C -5.026 -0.634 0.263  -0.179
C -5.721 -1.661 -0.363  -0.158
C -5.355 -2.984 -0.160  -0.163
C -4.285 -3.274 0.667  -0.201
H -3.989 -4.301 0.813  0.217
H -5.895 -3.776 -0.654  0.231
C -6.890 -1.313 -1.239  0.974
F -7.971 -0.955 -0.516  -0.328
F -6.632 -0.273 -2.051  -0.325
F -7.285 -2.322 -2.027  -0.322
H -5.318 0.392 0.096  0.226
H -3.420 -0.138 1.573  0.207
H -2.076 -3.599 1.999  0.218
H -2.702 -2.491 3.244  0.221
C 0.393 -0.557 0.666  0.144
C -0.180 0.702 0.000  -0.235
N 0.943 1.247 -0.737  -0.436
C 0.573 2.278 -1.684  -0.232
C 0.050 3.491 -0.963  -0.058
C -1.126 4.113 -1.358  -0.205
C -1.588 5.232 -0.686  -0.207
C -0.882 5.734 0.393  -0.216
C 0.289 5.114 0.797  -0.223
C 0.754 4.001 0.121  -0.154
H 1.663 3.509 0.431  0.215
H 0.843 5.502 1.639  0.213
H -1.244 6.606 0.919  0.213
H -2.503 5.709 -1.004  0.214
H -1.684 3.722 -2.198  0.210
H 1.476 2.550 -2.240  0.213
H -0.178 1.913 -2.409  0.174
C 1.623 0.107 -1.323  -0.213
H 1.087 -0.292 -2.200  0.182
C 1.611 -0.935 -0.199  -0.295
C 2.711 -0.760 0.819  0.161
N 2.280 -0.383 1.961  -0.067
O 0.932 -0.248 1.968  -0.365
C 4.121 -0.988 0.569  -0.008
C 4.556 -1.522 -0.640  -0.197
C 5.913 -1.729 -0.843  0.018
C 6.852 -1.421 0.133  -0.174
C 6.414 -0.893 1.336  -0.210
C 5.066 -0.677 1.554  -0.151
H 4.712 -0.266 2.485  0.237
H 7.130 -0.649 2.106  0.226
H 7.898 -1.598 -0.064  0.251
N 6.356 -2.277 -2.104  0.530
O 7.539 -2.500 -2.235  -0.371
O 5.516 -2.477 -2.954  -0.376
H 3.865 -1.788 -1.426  0.250
H 1.552 -1.956 -0.581  0.261
H 2.633 0.395 -1.622  0.211
H -1.018 0.417 -0.662  0.185
H -0.534 1.420 0.741  0.229


No. 2
The following is a DFT calculation (the ωB97M-V functional and the def2-TZVPD basis) of an isolated molecule of H3NP2 at a distorted geometry.

## Properties
**Orbital gap (spin up / spin down)**: 7.55 / 7.55 eV
**E_tot**: -739.1043 a.u.
**E_LUMO (spin up / spin down)**: -1.4 / -1.4 eV
**SMILES string**: N#[PH]P
**Molecular weight**: 79.0 u
**Energy above the lowest of the compared OMol25 structures with the same formula, charge and spin**: 223.0 kJ/mol

Last column: natural (NBO) charge in e.
Cartesian coordinates (Å):
N -3.171 0.354 -0.253  -0.859
P 0.623 -0.880 -0.270  -0.017
P -1.916 -0.374 0.136  0.942
H 1.315 0.298 -0.592  0.002
H 1.148 -0.781 1.025  -0.008
H -1.925 -0.958 1.425  -0.061


No. 3
The following is a DFT calculation (the ωB97M-V functional and the def2-TZVPD basis) of a cluster of 11 separate species, C66H144Br2N9O9 in total at a distorted geometry.

## Properties
**Orbital gap**: 2.80 eV
**E_tot**: -8915.3664 a.u.
**E_LUMO**: -17.0 eV
**Molecular weight**: 1367.7 u
**Energy above the lowest of the compared OMol25 structures with the same formula, charge and spin**: 1429.2 kJ/mol
**Charge**: +7

Last column: Mulliken charge in e.
Cartesian coordinates (Å):
C 2.630 -10.216 24.513  -1.546
C 3.367 -10.938 25.687  1.208
C 4.791 -10.277 25.689  -0.260
C 4.775 -8.891 26.371  -1.206
C 4.261 -9.047 27.859  -1.044
C 2.791 -9.503 27.963  1.605
N 2.664 -10.774 27.085  0.964
O 1.638 -11.690 27.273  -0.224
C 1.801 -8.441 27.516  -1.542
C 2.539 -9.848 29.462  -1.952
C 3.608 -12.448 25.490  -1.903
H 1.641 -10.611 24.283  0.437
H 3.234 -10.318 23.611  0.414
H 2.462 -9.158 24.717  0.348
H 5.200 -10.163 24.685  0.709
H 5.512 -10.891 26.230  -0.386
H 4.196 -8.108 25.881  0.470
H 5.792 -8.508 26.286  0.531
H 4.418 -8.172 28.489  0.692
H 5.026 -9.711 28.260  -0.096
H 0.816 -8.894 27.405  0.410
H 2.207 -8.042 26.587  0.318
H 1.652 -7.622 28.219  0.455
H 1.528 -10.206 29.657  0.475
H 2.652 -8.950 30.071  0.485
H 3.178 -10.637 29.861  0.376
H 4.069 -12.677 24.529  0.368
H 2.695 -13.041 25.535  0.596
H 4.229 -12.820 26.305  0.344
C 5.259 -22.295 28.988  -1.662
C 6.441 -21.495 28.378  1.744
C 7.726 -22.204 28.788  -1.509
C 8.942 -21.667 28.035  -0.224
C 8.790 -21.794 26.533  -1.314
C 7.454 -21.180 25.979  1.695
N 6.296 -21.500 26.858  0.752
O 5.029 -21.249 26.435  -0.267
C 7.304 -21.862 24.623  -1.760
C 7.487 -19.693 25.833  -0.148
C 6.524 -20.050 28.962  -1.158
H 5.193 -22.305 30.076  0.398
H 5.401 -23.316 28.634  0.443
H 4.366 -21.926 28.484  0.455
H 7.681 -23.190 28.326  0.400
H 7.844 -22.367 29.859  0.506
H 9.771 -22.235 28.457  0.658
H 9.104 -20.664 28.429  -0.228
H 8.790 -22.878 26.412  0.357
H 9.629 -21.380 25.973  0.494
H 7.328 -22.938 24.794  0.524
H 8.092 -21.643 23.902  0.363
H 6.344 -21.565 24.202  0.266
H 8.238 -19.346 25.124  0.799
H 7.794 -19.208 26.760  -0.567
H 6.583 -19.119 25.631  -0.593
H 5.794 -19.413 28.463  0.288
H 7.446 -19.527 28.708  -0.586
H 6.280 -19.997 30.023  0.612
C 6.346 -14.184 27.069  -2.991
C 7.564 -15.063 27.388  2.841
C 7.695 -16.102 26.168  -1.053
C 9.130 -16.653 26.048  0.320
C 10.194 -15.561 25.891  -1.115
C 10.259 -14.584 27.132  2.811
N 8.791 -14.088 27.351  0.391
O 8.503 -13.085 28.289  -0.110
C 11.069 -13.367 26.769  -2.019
C 10.809 -15.270 28.317  0.387
C 7.535 -15.797 28.726  -0.797
H 5.856 -13.729 27.930  0.565
H 5.509 -14.720 26.622  0.522
H 6.580 -13.385 26.366  0.450
H 7.398 -15.640 25.227  0.169
H 6.930 -16.877 26.220  0.019
H 9.110 -17.334 25.197  0.745
H 9.369 -17.199 26.961  -1.055
H 10.015 -15.001 24.972  0.585
H 11.179 -16.005 25.744  -0.230
H 11.234 -12.735 27.641  -0.372
H 10.719 -12.731 25.956  0.648
H 12.062 -13.613 26.393  0.235
H 11.678 -15.827 27.967  -0.114
H 10.197 -16.070 28.736  -0.596
H 11.201 -14.673 29.141  -0.307
H 7.825 -15.206 29.595  0.256
H 8.129 -16.710 28.765  -0.448
H 6.471 -16.032 28.772  0.444
C 3.809 -18.541 32.581  -1.561
C 3.805 -17.128 31.809  1.462
C 3.292 -17.263 30.318  -0.712
C 2.802 -15.963 29.540  0.091
C 1.645 -15.504 30.354  -1.642
C 2.015 -15.129 31.901  1.332
N 2.740 -16.294 32.515  0.643
O 2.869 -16.196 33.934  -0.185
C 0.614 -15.059 32.583  -1.671
C 2.714 -13.786 31.969  -1.646
C 5.151 -16.353 31.957  -1.525
H 4.645 -19.170 32.276  0.295
H 2.867 -19.028 32.330  0.474
H 3.748 -18.505 33.668  0.443
H 2.581 -18.074 30.158  0.580
H 4.087 -17.732 29.739  -0.206
H 2.443 -16.261 28.554  0.391
H 3.605 -15.241 29.390  -0.262
H 0.857 -16.252 30.261  0.448
H 1.140 -14.664 29.876  0.641
H 0.067 -14.371 31.939  0.450
H 0.622 -14.671 33.602  0.425
H 0.127 -16.026 32.708  0.432
H 3.524 -13.608 31.262  0.162
H 3.170 -13.660 32.951  0.513
H 1.999 -12.964 31.996  0.465
H 5.936 -16.861 31.397  0.404
H 5.617 -16.408 32.940  0.509
H 5.272 -15.282 31.794  0.243
C 15.898 -17.170 31.689  -1.409
C 14.374 -16.954 31.811  1.083
C 14.038 -16.661 33.311  -1.031
C 14.466 -15.291 33.860  -0.892
C 13.800 -14.207 33.002  -1.319
C 14.187 -14.347 31.517  1.565
N 13.959 -15.774 30.973  0.955
O 13.877 -15.967 29.570  -0.193
C 15.599 -13.817 31.336  -1.674
C 13.115 -13.409 30.828  -2.351
C 13.585 -18.241 31.348  -1.234
H 16.222 -17.882 32.448  0.408
H 16.460 -16.261 31.904  0.376
H 16.246 -17.594 30.747  0.346
H 14.363 -17.477 33.957  0.616
H 12.953 -16.597 33.392  0.269
H 15.539 -15.104 33.922  0.358
H 14.146 -15.231 34.900  0.494
H 14.067 -13.254 33.459  0.458
H 12.727 -14.230 33.193  0.505
H 15.585 -12.730 31.249  0.461
H 16.074 -14.042 30.380  0.365
H 16.278 -13.982 32.172  0.384
H 13.149 -13.436 29.739  0.650
H 13.306 -12.415 31.234  0.552
H 12.131 -13.750 31.151  0.402
H 12.505 -18.288 31.487  0.181
H 13.948 -19.130 31.863  0.590
H 13.662 -18.348 30.266  -0.043
C 3.077 -19.169 20.874  -1.544
C 3.333 -18.918 22.423  1.521
C 4.615 -19.554 22.880  -1.194
C 5.894 -18.947 22.243  -1.156
C 6.089 -17.453 22.682  -0.148
C 4.819 -16.564 22.304  1.727
N 3.520 -17.361 22.648  0.819
O 2.491 -16.713 23.314  -0.266
C 4.785 -16.201 20.855  -1.750
C 4.934 -15.347 23.210  -2.270
C 2.252 -19.507 23.295  -1.745
H 2.065 -18.856 20.616  0.444
H 3.271 -20.207 20.604  0.403
H 3.568 -18.560 20.115  0.374
H 4.542 -20.605 22.601  0.747
H 4.760 -19.489 23.958  -0.058
H 5.747 -18.891 21.164  0.641
H 6.805 -19.519 22.421  0.395
H 6.925 -16.899 22.252  0.667
H 6.323 -17.430 23.746  -0.530
H 5.391 -15.309 20.697  0.453
H 3.790 -15.901 20.526  0.416
H 5.219 -16.952 20.196  0.405
H 4.859 -15.480 24.289  0.157
H 4.212 -14.602 22.876  0.746
H 5.923 -14.918 23.055  0.546
H 2.399 -19.734 24.351  0.227
H 1.915 -20.418 22.801  0.479
H 1.397 -18.831 23.279  0.510
C 12.654 -12.449 23.503  -1.410
C 13.675 -13.604 23.106  0.927
C 13.546 -14.024 21.664  -1.103
O 13.698 -12.873 20.719  -0.379
C 13.100 -13.176 19.482  -0.761
N 15.070 -12.879 23.351  -0.262
H 15.749 -13.627 23.345  0.343
H 15.353 -12.218 22.642  0.340
H 15.074 -12.523 24.296  0.332
H 12.689 -11.583 22.843  0.455
H 12.556 -12.089 24.528  0.487
H 11.622 -12.796 23.439  0.376
H 13.744 -14.449 23.791  -0.283
H 12.647 -14.599 21.443  0.597
H 14.333 -14.690 21.310  0.467
H 12.032 -13.321 19.646  0.318
H 13.419 -14.136 19.075  0.332
H 13.164 -12.374 18.747  0.303
C 7.680 -9.773 28.996  -1.888
C 9.011 -10.093 29.729  0.631
C 10.152 -9.180 29.214  -0.717
O 11.331 -9.558 29.919  -0.446
C 12.121 -10.580 29.378  -0.372
N 8.772 -9.904 31.267  -0.157
H 8.291 -9.039 31.469  0.351
H 8.104 -10.625 31.500  0.356
H 9.662 -9.934 31.744  0.346
H 7.498 -8.699 28.963  0.522
H 6.790 -10.235 29.424  0.590
H 7.702 -10.066 27.946  0.420
H 9.248 -11.157 29.705  -0.034
H 9.925 -8.119 29.316  0.438
H 10.234 -9.348 28.140  0.379
H 11.405 -11.397 29.464  0.049
H 13.025 -10.657 29.983  0.320
H 12.476 -10.448 28.356  0.312
C 13.251 -17.938 24.127  -1.438
C 13.871 -17.539 25.574  0.294
C 13.348 -18.479 26.765  -1.150
O 11.920 -18.337 26.973  0.124
C 11.454 -18.745 28.295  0.286
N 15.344 -17.845 25.396  0.024
H 15.754 -18.084 26.288  0.377
H 15.562 -18.608 24.772  0.384
H 15.776 -17.003 25.043  0.330
H 13.218 -19.026 24.069  0.499
H 13.777 -17.528 23.264  0.546
H 12.241 -17.537 24.043  0.155
H 13.773 -16.480 25.811  0.072
H 14.018 -18.390 27.621  0.202
H 13.567 -19.538 26.630  0.620
H 11.627 -19.785 28.571  0.736
H 10.370 -18.704 28.395  -0.673
H 11.673 -18.127 29.167  -0.319
Br 4.053 -17.571 26.360  -0.524
Br 9.981 -16.736 31.639  -0.566